# 1
Formula: C3H6N2O2
Source: the Open Molecules 2025 dataset
Level of theory: ωB97M-V with the def2-TZVPD basis set

Properties
**Multiplicity**: 1
**Total energy**: -377.7425 a.u.
**ΔE to the lowest compared entry with this formula, charge and spin**: 5.902 eV
**LUMO**: 0.2 eV
**Orbital gap**: 9.05 eV
**HOMO level**: -8.89 eV
**SMILES**: CN(O)/C=N\C=O

```
13
C3H6N2O2, DFT ωB97M-V with the def2-TZVPD basis set
C 2.386 -0.348 0.105
N 0.927 0.103 0.070
O 0.942 1.259 -0.312
C 0.070 -0.973 -0.060
N -1.339 -1.160 -0.148
C -2.102 -0.072 -0.040
O -1.548 1.005 0.342
H 2.957 0.129 0.948
H 2.963 -0.350 -0.922
H 2.315 -1.505 0.485
H -0.017 1.648 -0.134
H 0.544 -1.920 0.340
H -3.154 -0.354 -0.442
```

# 2
Formula: C3H6N2O2
Source: the Open Molecules 2025 dataset
Level of theory: ωB97M-V with the def2-TZVPD basis set

Properties
**Multiplicity**: 1
**Total energy**: -377.8627 a.u.
**ΔE to the lowest compared entry with this formula, charge and spin**: 2.630 eV
**LUMO**: 0.7 eV
**Orbital gap**: 9.39 eV
**HOMO level**: -8.65 eV
**SMILES**: [H]/N=C(\N)CC(=O)O

```
13
C3H6N2O2, DFT ωB97M-V with the def2-TZVPD basis set
H -1.529 -0.764 -1.818
N -1.125 -0.086 -1.182
C 0.073 -0.180 -0.857
N 1.167 -0.171 -1.650
C 0.477 -0.406 0.815
C -0.333 0.692 1.364
O -0.210 1.845 0.965
O -1.455 0.276 1.969
H 1.133 -0.641 -2.540
H 2.078 -0.042 -1.244
H 0.238 -1.384 1.224
H 1.536 -0.170 0.862
H -2.051 1.031 2.091
```